<one>
C4H14NS2 | ωB97M-V/def2-TZVPD

Last column: Löwdin charge in e.
Atoms and positions in Å:
1 C 2.78363 -0.64681 0.16355  -0.153
2 C 2.50507 0.84777 0.09365  -0.569
3 S 2.06292 1.48390 -1.57734  0.736
4 H 3.52993 -0.93654 -0.57252  0.077
5 H 1.89010 -1.24896 0.00165  0.050
6 H 3.16760 -0.86559 1.14869  0.082
7 H 1.64565 1.10447 0.70268  0.052
8 H 3.38038 1.40691 0.40203  0.069
9 H 2.95763 0.77874 -2.28542  -0.114
10 C -1.02361 -0.77727 -0.01832  -0.225
11 C -2.43451 -0.35754 0.36052  -0.580
12 S -2.95928 -1.04264 1.94936  0.771
13 N -0.63695 -0.20958 -1.36254  0.158
14 H -0.95607 -1.85613 -0.08120  0.129
15 H -0.32121 -0.36450 0.70424  0.111
16 H -3.16060 -0.70911 -0.37150  0.080
17 H -2.53488 0.72525 0.39463  0.080
18 H -2.18662 -0.23924 2.69366  -0.124
19 H 0.39755 -0.16121 -1.46841  0.049
20 H -0.95698 0.75282 -1.48281  0.153
21 H -0.98533 -0.75198 -2.15017  0.171

LUMO energy = -0.1226 hartree
Net charge = +1

<two>
C4H14NS2 | ωB97M-V/def2-TZVPD

Last column: Löwdin charge in e.
Atoms and positions in Å:
1 C -0.34290 2.71351 2.04772  -0.455
2 S -1.19391 2.26451 0.49982  0.380
3 S 0.29118 2.64363 -0.90148  0.331
4 H 0.52395 2.08361 2.20013  0.023
5 H -1.09025 2.56688 2.82858  0.035
6 H -0.06760 3.76232 1.99647  0.032
7 H 0.32249 3.97900 -0.76708  -0.172
8 C -0.22090 -0.75262 -2.32068  -0.062
9 C -0.18976 -0.76500 -0.81332  -0.244
10 N 0.38586 -2.06766 -0.30377  -0.004
11 C 0.44449 -2.14657 1.18637  0.018
12 H -0.81057 -1.57450 -2.71841  0.090
13 H -0.63943 0.19365 -2.65492  0.079
14 H 0.78680 -0.76867 -2.73848  0.093
15 H 0.43686 -0.00055 -0.36219  0.060
16 H -1.18729 -0.66016 -0.39224  0.112
17 H 1.31686 -2.17647 -0.70728  0.182
18 H -0.17690 -2.84120 -0.66256  0.181
19 H 1.11691 -1.37214 1.53766  0.107
20 H 0.84350 -3.11243 1.46836  0.106
21 H -0.54939 -1.96917 1.57730  0.109

LUMO energy = -0.1205 hartree
Net charge = +1

Stability check: which of them is most stable? <two>.

<one>
CH12N2O4 | ωB97M-V/def2-TZVPD

Last column: Löwdin charge in e.
Atoms and positions in Å:
1 N 1.45754 -0.99153 -1.21282  0.057
2 C 1.78994 0.34395 -1.02264  -0.354
3 N 2.03460 0.77146 0.16919  0.056
4 H 1.01669 -1.44671 -0.44031  0.064
5 H 1.58406 -1.52884 -2.08490  0.101
6 H 2.04142 0.83392 -1.98786  0.116
7 H 2.12880 1.71431 0.45064  0.016
8 H -5.75916 -0.49169 -1.46849  0.008
9 H -5.10072 -0.71498 -2.66403  0.029
10 O -5.16432 -0.01954 -2.01349  -0.036
11 H 2.72558 -1.06596 1.98652  -0.001
12 H 2.48085 -2.44071 2.69451  0.092
13 O 2.66307 -2.00434 1.77034  -0.124
14 H 0.18838 -0.82162 2.92488  -0.039
15 H -0.66432 -0.02604 3.63498  0.050
16 O -0.02954 -0.73814 3.80294  -0.028
17 H -2.27068 3.25655 -2.05677  0.050
18 H -1.71980 1.94500 -1.56661  -0.010
19 O -1.44868 2.79497 -1.80746  -0.046

SMILES string = [H]/N=C/N.O.O.O.O
LUMO energy = 0.0209 hartree

<two>
CH12N2O4 | ωB97M-V/def2-TZVPD

Last column: Löwdin charge in e.
Atoms and positions in Å:
1 N -1.19391 1.83672 0.18620  0.121
2 C -1.37877 1.30756 1.49262  -0.241
3 N -0.76051 0.18688 1.74016  0.087
4 H -0.50788 1.31059 -0.22115  -0.007
5 H -1.88496 2.26003 -0.24838  0.023
6 H -2.01626 1.78664 2.22167  0.107
7 H -0.76729 -0.37177 2.46454  -0.032
8 H 0.54170 0.86563 -3.18354  0.056
9 H 0.30889 -0.30438 -4.06831  0.033
10 O 0.87159 0.49839 -4.09617  -0.125
11 H -0.71281 -3.87079 1.42666  0.115
12 H -1.11209 -3.95463 -0.15123  0.007
13 O -0.65310 -3.39743 0.47232  -0.123
14 H 0.56849 -0.43485 -0.40188  0.094
15 H 1.74199 0.37712 -1.16293  0.007
16 O 0.84578 0.21171 -1.14633  -0.069
17 H 2.14040 0.03691 2.13513  0.033
18 H 1.55246 0.92744 1.03350  0.014
19 O 2.41625 0.72825 1.50710  -0.100

SMILES string = [H]/N=C/N.O.O.O.O
LUMO energy = 0.0177 hartree

<three>
CH12N2O4 | ωB97M-V/def2-TZVPD

Last column: Löwdin charge in e.
Atoms and positions in Å:
1 N -0.07588 -1.18343 -1.84920  0.068
2 C 1.12639 -1.59007 -2.38848  -0.399
3 N 1.29910 -2.70398 -2.98821  0.042
4 H -0.64227 -1.98574 -1.59308  0.092
5 H -0.02217 -0.47509 -1.13752  0.080
6 H 1.77763 -0.74689 -2.65247  0.118
7 H 2.11024 -2.61054 -3.58599  0.033
8 H 2.95434 0.68244 2.88041  0.029
9 H 2.29685 1.97039 2.29012  0.036
10 O 2.53291 1.05054 2.10089  -0.065
11 H -5.47418 -0.02010 3.54902  0.033
12 H -5.49911 -1.09284 4.57156  0.032
13 O -4.87734 -0.63870 3.98938  -0.065
14 H 0.09672 -1.85382 -5.01881  0.011
15 H -0.37255 -0.44647 -5.11839  0.033
16 O 0.25849 -1.05091 -5.53360  -0.078
17 H 1.24968 5.16445 4.86434  0.028
18 H -0.12289 5.28256 5.51047  0.043
19 O 0.36858 4.77755 4.83701  -0.071

SMILES string = [H]/N=C/N.O.O.O.O
LUMO energy = 0.0223 hartree

Stability check: which of them is most stable? <three>.

<one>
CHNO4 | ωB97M-V/def2-TZVPD

Last column: Löwdin charge in e.
Atoms and positions in Å:
1 C -1.25629 0.36877 -0.01630  -0.245
2 N 1.25427 -0.27392 -0.02190  -0.395
3 O 0.80286 -1.36803 0.03628  0.107
4 O -2.08806 1.17999 0.02472  0.157
5 O 2.34727 0.11253 -0.07329  0.198
6 O 0.16573 0.75319 -0.08558  0.021
7 H -1.22580 -0.77254 0.13607  0.158

SMILES string = O=CO[N+](=O)[O-]
LUMO energy = -0.0118 hartree

<two>
CHNO4 | ωB97M-V/def2-TZVPD

Last column: Löwdin charge in e.
Atoms and positions in Å:
1 C 0.96006 0.99183 0.05485  -0.081
2 N 0.55176 -0.07649 0.56704  -0.207
3 O 1.20877 2.01519 -0.47728  0.242
4 O 1.02846 -1.19094 0.91267  -0.033
5 O -1.46014 -0.39531 -0.76131  0.049
6 O -0.98296 -0.04100 0.46056  -0.044
7 H -1.30595 -1.30329 -0.75653  0.073

SMILES string = O=C=[N+]([O-])OO
LUMO energy = -0.0443 hartree

Stability check: which of them is most stable? <one>.

<one>
C3H14O4 | ωB97M-V/def2-TZVPD

Last column: Löwdin charge in e.
Atoms and positions in Å:
1 C 0.03465 1.82582 -1.19544  -0.092
2 C -0.33824 0.43638 -0.81217  -0.237
3 C 0.23471 -0.70080 -1.33904  0.144
4 H -0.71996 2.19173 -1.91777  0.150
5 H 0.94369 1.88920 -1.80123  0.200
6 H 0.03792 2.52873 -0.36180  0.146
7 H -1.16980 0.45256 -0.10757  0.101
8 H -0.11919 -1.66749 -0.94660  0.045
9 H 1.07104 -0.78026 -2.02447  0.094
10 H -0.51212 -3.55406 0.34467  -0.012
11 H 0.40155 -2.15998 0.78226  -0.107
12 O -0.66171 -2.61028 0.48320  -0.326
13 H 0.66539 1.52988 0.60086  -0.021
14 H -1.46653 2.51557 0.24502  0.171
15 O -0.85226 1.78438 0.09918  -0.027
16 H -2.14104 -0.81263 1.63160  0.049
17 H 1.78789 -1.81983 1.88504  0.008
18 O 1.33460 -1.56321 1.08139  -0.235
19 H -1.44819 -0.70824 1.87736  0.047
20 H 1.39053 0.13419 0.75716  -0.018
21 O 1.52707 1.08835 0.71837  -0.077

LUMO energy = -0.1380 hartree

<two>
C3H14O4 | ωB97M-V/def2-TZVPD

Last column: Löwdin charge in e.
Atoms and positions in Å:
1 C -0.18421 0.03259 -1.55595  -0.229
2 O -0.28809 -0.29117 -0.18121  -0.106
3 C 1.26808 0.18834 -2.06241  -0.230
4 C 2.07172 1.15334 -1.24517  -0.123
5 H -0.49473 -0.84387 -2.08740  0.110
6 H -0.85333 0.90230 -1.72218  0.132
7 H 0.19085 0.30246 0.40549  0.075
8 H 1.65669 -0.83230 -1.88175  0.115
9 H 1.33204 0.45858 -3.10969  0.110
10 H 3.14068 1.05061 -1.35402  0.071
11 H 1.84631 2.19597 -1.56735  0.085
12 H 1.72201 1.43852 -0.24560  0.067
13 H -1.69721 -0.94878 1.81480  -0.021
14 H -3.11066 -1.32713 1.20625  0.032
15 O -2.64532 -0.97751 1.96187  -0.068
16 H 0.06730 -3.13622 1.33393  0.046
17 H -0.15189 -1.61372 0.82430  0.009
18 O -0.55730 -2.40575 1.26127  -0.090
19 H -0.30163 1.57707 3.01113  0.036
20 H -1.94238 1.42590 2.74719  0.027
21 O -1.06892 1.65077 2.44650  -0.047

SMILES string = CCCO.O.O.O
LUMO energy = 0.0221 hartree

<three>
C3H14O4 | ωB97M-V/def2-TZVPD

Last column: Löwdin charge in e.
Atoms and positions in Å:
1 C -0.04748 -1.09566 -0.13617  -0.303
2 O -0.12249 -0.12159 -1.13553  -0.155
3 C 1.37187 -1.56739 -0.02295  -0.251
4 C 1.43923 -2.26078 1.22344  -0.135
5 H -0.57734 -0.69145 0.72487  0.103
6 H -0.95728 -1.74566 -0.56749  0.167
7 H 0.57835 0.55548 -1.05546  0.009
8 H 1.58632 -2.21656 -0.90394  0.141
9 H 1.89237 -0.65142 -0.12340  0.102
10 H 1.21899 -3.21918 1.11616  0.025
11 H 2.24689 -1.87786 1.96584  0.121
12 H 0.57585 -1.98091 1.93499  0.099
13 H -1.23122 2.65237 1.50647  0.001
14 H -1.80064 2.17303 0.24416  -0.016
15 O -1.20082 2.80442 0.62784  0.002
16 H -1.72772 0.51301 -0.97558  -0.007
17 H -3.12828 0.86081 -1.24899  0.045
18 O -2.48754 0.90923 -0.57625  -0.013
19 H 1.17092 2.58632 -1.51334  0.104
20 H 0.17941 2.38100 -0.36073  0.030
21 O 1.02058 1.99282 -0.72393  -0.068

SMILES string = CCCO.O.O.O
LUMO energy = 0.0280 hartree

Stability check: which of them is most stable? <two>.

<one>
C3H5NO2 | ωB97M-V/def2-TZVPD

Last column: Löwdin charge in e.
Atoms and positions in Å:
1 C -0.03393 0.54922 -1.04148  -0.208
2 C 0.59425 -0.21613 1.71197  -0.344
3 C -0.62404 -0.02449 -2.32540  -0.065
4 N 0.27596 -1.38134 1.91048  0.100
5 O 0.33985 1.66153 -0.86859  0.070
6 O 0.82244 0.89868 2.34738  0.056
7 H 0.14721 -0.65363 -2.76504  0.075
8 H -0.87149 0.79552 -3.00007  0.073
9 H -1.49130 -0.63448 -2.10224  0.066
10 H 0.13080 -1.83788 2.81369  0.057
11 H 0.71027 0.84299 3.31929  0.121

Multiplicity = 3
LUMO energy (alpha / beta) = 0.0336 / -0.0176 hartree

<two>
C3H5NO2 | ωB97M-V/def2-TZVPD

Last column: Löwdin charge in e.
Atoms and positions in Å:
1 C -0.59548 -1.02959 -2.26300  0.009
2 C 0.31602 -0.44893 -1.47851  -0.039
3 C 0.39179 0.54285 2.01304  -0.179
4 N 0.10527 0.30899 -0.42376  -0.140
5 O -0.10953 1.55267 -0.31164  -0.009
6 O 0.50774 -0.49922 1.14382  -0.102
7 H -1.68666 -1.13786 -1.99229  0.088
8 H -0.26290 -1.56714 -3.17775  0.059
9 H 0.03389 1.55841 1.44765  0.124
10 H -0.16982 -0.02860 2.70380  0.074
11 H 1.46968 0.74841 2.33864  0.116

Multiplicity = 3
LUMO energy (alpha / beta) = -0.0161 / -0.1186 hartree

<three>
C3H5NO2 | ωB97M-V/def2-TZVPD

Last column: Löwdin charge in e.
Atoms and positions in Å:
1 C -1.03147 0.32031 0.47006  -0.107
2 C -0.07671 1.09313 -0.38843  -0.092
3 C 0.19606 -0.27284 0.02787  -0.127
4 N 1.32960 -1.03835 0.48052  -0.396
5 O 2.40114 -0.54324 0.37076  0.098
6 O 1.18647 -2.16079 0.94980  0.059
7 H -1.08956 0.56487 1.52935  0.119
8 H -2.01574 0.12778 0.11171  0.098
9 H -0.56370 1.35322 -1.38767  0.128
10 H 0.21666 2.02740 0.10614  0.115
11 H -0.55275 -1.47151 -2.27011  0.106

Multiplicity = 3
LUMO energy (alpha / beta) = 0.0254 / -0.0713 hartree

Stability check: which of them is most stable? <one>.

<one>
C21H33N3O3 | ωB97M-V/def2-TZVPD

Last column: Löwdin charge in e.
Atoms and positions in Å:
1 O -2.68517 -0.19430 -1.71967  0.066
2 C -3.01799 -0.60679 -0.62798  -0.463
3 N -3.86723 0.07889 0.17574  0.074
4 H -4.25570 -0.36760 0.99224  0.138
5 C -4.58283 1.24641 -0.27508  -0.120
6 H -4.14307 1.54883 -1.22756  0.127
7 H -4.46670 2.04893 0.46042  0.132
8 C -6.07549 0.92326 -0.45456  -0.312
9 C -6.90317 2.16143 -0.82284  -0.128
10 H -6.29832 2.91803 -1.31665  0.116
11 C -7.44217 2.61545 0.53258  -0.157
12 H -8.36916 3.17821 0.45684  0.111
13 C -7.63150 1.27699 1.24153  -0.198
14 H -7.55888 1.34345 2.32933  0.121
15 O -6.59082 0.43394 0.78235  -0.112
16 H -8.60291 0.83434 0.97808  0.121
17 H -6.70118 3.22033 1.05586  0.110
18 H -7.72590 1.88232 -1.48122  0.116
19 H -6.16882 0.12603 -1.20339  0.153
20 C -2.52476 -1.91134 -0.00508  -0.235
21 C -1.67916 -1.64638 1.24608  -0.131
22 C -0.33955 -1.02266 0.86018  -0.180
23 N 0.38012 -1.94918 0.00956  -0.131
24 C -0.33152 -2.10262 -1.24730  -0.183
25 C -1.69904 -2.73465 -0.99522  -0.129
26 H -1.55633 -3.73591 -0.58493  0.119
27 H -2.23281 -2.81385 -1.94311  0.118
28 H 0.24801 -2.76022 -1.90008  0.123
29 H -0.47585 -1.14110 -1.76196  0.115
30 C 1.80375 -1.70336 -0.14134  -0.332
31 C 2.57062 -2.05878 1.13482  -0.127
32 C 4.06955 -1.93492 0.88371  -0.200
33 N 4.39719 -0.57547 0.49694  -0.163
34 C 3.72118 -0.21596 -0.73712  -0.183
35 C 2.20992 -0.28031 -0.55166  -0.118
36 H 1.92226 0.42433 0.22901  0.119
37 H 1.71483 0.00465 -1.48136  0.118
38 H 4.01736 0.80202 -1.00199  0.123
39 H 4.02105 -0.88649 -1.56523  0.132
40 C 5.83398 -0.37291 0.40319  -0.127
41 C 6.16708 1.07246 0.24013  -0.282
42 C 5.86998 2.15893 1.00917  -0.023
43 C 6.44164 3.27696 0.35408  -0.066
44 C 7.04395 2.78706 -0.76146  -0.127
45 O 6.88047 1.45450 -0.84075  0.040
46 H 7.60012 3.26004 -1.54618  0.116
47 H 6.40860 4.29866 0.67294  0.098
48 H 5.31049 2.15625 1.92111  0.111
49 H 6.28090 -0.92818 -0.44177  0.135
50 H 6.28106 -0.74407 1.33151  0.129
51 H 4.61626 -2.17031 1.80116  0.119
52 H 4.37606 -2.66146 0.10741  0.128
53 H 2.30099 -1.37525 1.93928  0.110
54 H 2.32405 -3.07511 1.44296  0.119
55 H 2.14158 -2.39178 -0.92741  0.144
56 H 0.24302 -0.83527 1.76304  0.117
57 H -0.52573 -0.05797 0.35634  0.131
58 H -2.20445 -0.98815 1.94041  0.108
59 H -1.48641 -2.59711 1.74644  0.121
60 H -3.41740 -2.48263 0.27931  0.147

SMILES string = O=C(NC[C@@H]1CCCO1)C1CCN(C2CCN(Cc3ccco3)CC2)CC1
LUMO energy = 0.0305 hartree

<two>
C21H33N3O3 | ωB97M-V/def2-TZVPD

Last column: Löwdin charge in e.
Atoms and positions in Å:
1 C 0.51714 0.82148 3.95703  -0.114
2 H 0.18813 1.43118 3.11783  0.064
3 H 0.50961 1.43865 4.85193  0.069
4 C 1.91380 0.26888 3.69831  -0.268
5 C 1.94265 -0.61242 2.45265  -0.214
6 C 3.34851 -1.12683 2.13373  -0.201
7 N 3.31807 -1.98414 0.95464  -0.267
8 C 3.08102 -3.37091 1.30454  -0.078
9 H 2.90191 -3.95289 0.40256  0.083
10 H 2.19748 -3.44033 1.93632  0.083
11 H 3.93073 -3.81560 1.84421  0.092
12 C 4.45245 -1.83464 0.05017  -0.199
13 H 4.79007 -0.79649 0.09330  0.116
14 C 4.08495 -2.14975 -1.40481  -0.161
15 C 3.02498 -1.19320 -1.95222  -0.167
16 N 1.77949 -1.36495 -1.24131  0.074
17 C 0.59568 -1.55235 -1.84515  -0.472
18 O 0.42639 -1.48659 -3.04558  0.065
19 C -0.54300 -1.80882 -0.85342  -0.181
20 H -0.18774 -2.47149 -0.05971  0.145
21 C -1.05024 -0.48921 -0.24313  -0.087
22 N -2.46519 -0.70973 -0.07661  -0.050
23 C -2.95758 -1.72660 -0.81949  -0.460
24 O -4.12491 -2.04264 -0.88325  0.062
25 C -1.78776 -2.38755 -1.52383  -0.025
26 H -1.85331 -3.47230 -1.46747  0.130
27 H -1.80226 -2.10028 -2.57928  0.130
28 C -3.29200 0.25120 0.61506  -0.095
29 C -3.30311 1.57740 -0.09968  -0.221
30 C -3.86001 1.66913 -1.36696  -0.017
31 C -3.85366 2.86147 -2.06832  -0.010
32 C -3.28132 3.99546 -1.50106  -0.278
33 C -2.71788 3.90727 -0.22763  -0.002
34 C -2.72649 2.71128 0.45869  -0.039
35 H -2.28603 2.66012 1.44457  0.107
36 H -2.27748 4.79405 0.20022  0.116
37 O -3.21928 5.22053 -2.09357  -0.086
38 C -3.77584 5.37515 -3.37643  -0.092
39 H -3.61551 6.41868 -3.64313  0.092
40 H -3.27813 4.73405 -4.11116  0.096
41 H -4.84995 5.16323 -3.37705  0.095
42 H -4.29753 2.89337 -3.05060  0.104
43 H -4.30677 0.79182 -1.81132  0.121
44 H -4.29763 -0.17903 0.64153  0.132
45 H -2.92229 0.37173 1.63975  0.125
46 H -0.58763 -0.26454 0.72220  0.112
47 H -0.86706 0.35587 -0.92149  0.143
48 H 1.91190 -1.50392 -0.24136  0.095
49 H 2.83261 -1.38441 -3.01096  0.120
50 H 3.37113 -0.15794 -1.84325  0.123
51 H 3.72108 -3.17381 -1.49205  0.106
52 H 4.98792 -2.06321 -2.01070  0.113
53 H 5.29530 -2.47557 0.35805  0.121
54 H 3.75988 -1.65715 3.00558  0.125
55 H 3.99295 -0.26642 1.93972  0.120
56 H 1.58656 -0.03561 1.59584  0.104
57 H 1.26481 -1.45675 2.59533  0.110
58 H 2.61383 1.09762 3.57121  0.110
59 H 2.24221 -0.31242 4.56272  0.110
60 H -0.19566 0.01088 4.09423  0.072

SMILES string = CCCCN(C)CCCNC(=O)[C@@H]1CC(=O)N(Cc2ccc(OC)cc2)C1
LUMO energy = 0.0225 hartree

Stability check: which of them is most stable? <two>.